12
Properties=species:S:1:pos:R:3 method="wB97M-V/def2-TZVPD" homo_ha=-0.389 orbital_gap_ev=11.013 smiles=O.O.O.O
H 0.964 -0.553 0.621
O -1.915 -2.033 -0.173
O -0.853 2.975 0.128
H -1.627 2.384 0.005
H 2.695 -0.113 -0.607
H -0.068 0.346 1.369
H -1.386 -1.467 0.428
H 2.090 -1.209 -1.370
O 2.378 -1.024 -0.520
H -1.304 -2.570 -0.667
O 0.128 -0.529 1.036
H -1.103 3.793 -0.251